C19H28NNiO2P2 | ωB97M-V with the def2-TZVPD basis set

The largest force on an atom comes out at 0.059 Eh/bohr. The total energy comes out at -3136.6743 Eh. As for the gap between HOMO and LUMO (spin up / spin down): 4.7 / 7.5 eV. Its expectation value of S² is 2.039. As for the highest occupied orbital energy (spin up / spin down): -7.76 / -10.61 eV. The relative energy (zero: lowest compared OMol25 entry of this formula, charge and spin) is 16.1 kcal per mole.

```
! RIJCOSX wB97M-V def2-TZVPD def2/J DEFGRID3
* xyz 1 3
Ni -0.69 -0.37 -0.52
P 2.06 -0.47 -0.65
C 1.76 0.50 -2.20
C 0.44 1.02 -2.72
N -0.69 0.73 -2.02
C -1.90 1.30 -2.27
C -2.14 1.82 -3.54
C -1.06 1.86 -4.44
C 0.23 1.51 -4.01
C -2.88 1.26 -1.09
P -1.88 1.30 0.47
H 1.05 1.61 -4.72
H -3.14 2.14 -3.84
H -1.24 2.19 -5.47
H -3.57 2.11 -1.09
H -3.50 0.36 -1.14
H 2.52 1.21 -1.93
H 2.27 -0.03 -3.02
H 1.62 4.60 -1.39
O 2.37 5.19 -1.24
H 3.15 4.64 -1.22
H 0.14 3.74 2.21
O 0.70 3.32 2.87
H 1.62 3.71 2.72
C -2.21 3.04 0.85
H -3.22 3.22 0.48
H -2.18 3.19 1.93
H -1.52 3.75 0.38
C -2.85 0.48 1.78
H -2.35 0.80 2.71
H -3.89 0.83 1.83
H -2.83 -0.62 1.77
C 3.04 -1.77 -1.46
H 3.94 -1.33 -1.92
H 3.34 -2.58 -0.78
H 2.42 -2.20 -2.27
C 3.11 0.43 0.52
H 3.28 -0.20 1.40
H 4.08 0.70 0.07
H 2.58 1.34 0.84
C 0.77 -1.25 0.31
C 0.51 -2.14 1.19
C 0.15 -3.28 1.92
C 0.85 -4.52 1.78
C 0.48 -5.64 2.52
C -0.61 -5.58 3.40
C -1.32 -4.39 3.55
C -0.96 -3.25 2.82
H 1.69 -4.57 1.08
H 1.05 -6.57 2.41
H -0.89 -6.46 3.98
H -2.17 -4.34 4.23
H -1.52 -2.32 2.94
*
```



C26H22IrN4O8S | ωB97M-V with the def2-TZVPD basis set

The largest force on an atom comes out at 0.009 Eh/bohr. The total energy comes out at -2327.1920 Eh. As for the gap between HOMO and LUMO: 7.3 eV. As for the highest occupied orbital energy: -11.10 eV. The relative energy (zero: lowest compared OMol25 entry of this formula, charge and spin) is 0.0 kcal per mole.

```
! RIJCOSX wB97M-V def2-TZVPD def2/J DEFGRID3
* xyz 1 1
Ir -0.83 -0.06 -0.87
S 0.05 -5.21 3.07
C -0.11 -3.83 2.00
C -1.17 -3.80 1.10
C -1.36 -2.70 0.30
N -0.52 -1.64 0.33
C 0.52 -1.66 1.18
C 0.75 -2.72 2.02
C 1.79 -5.13 3.46
C 2.73 -5.63 2.57
C 4.07 -5.56 2.93
N 4.49 -5.05 4.08
C 3.58 -4.59 4.93
C 2.22 -4.61 4.67
H -1.87 -4.63 1.03
H -2.19 -2.63 -0.39
H 1.16 -0.78 1.16
H 1.59 -2.69 2.70
H 2.43 -6.07 1.63
H 4.83 -5.94 2.26
H 3.96 -4.18 5.86
H 1.51 -4.24 5.40
O -4.27 -0.43 0.60
C -3.26 -0.10 0.05
O -2.77 -0.61 -1.08
C -2.26 0.93 0.60
C -1.63 0.71 1.85
C -0.83 1.66 2.45
C -0.71 2.87 1.79
O 0.02 3.93 2.16
C -0.06 4.88 1.08
O -1.07 4.40 0.19
C -1.37 3.14 0.60
C -2.16 2.21 -0.01
H -1.78 -0.25 2.34
H -0.32 1.48 3.39
H 0.90 4.90 0.57
H -0.36 5.84 1.48
H -2.71 2.43 -0.92
O 2.15 2.48 -0.13
C 1.33 1.85 -0.76
O 1.06 0.59 -0.48
C 0.60 2.51 -1.90
C 1.10 3.72 -2.35
C 0.49 4.47 -3.35
C -0.66 3.96 -3.89
O -1.45 4.48 -4.87
C -2.53 3.56 -5.06
O -2.32 2.46 -4.16
C -1.19 2.75 -3.47
C -0.57 2.01 -2.50
H 2.00 4.09 -1.87
H 0.90 5.41 -3.69
H -2.51 3.19 -6.09
H -3.47 4.05 -4.82
H -1.11 1.05 -2.33
N 1.11 -0.76 -3.01
N -0.16 -1.18 -2.50
H 1.50 -1.47 -3.62
H 1.73 -0.60 -2.21
H -0.16 -2.17 -2.23
H -0.84 -1.08 -3.25
*
```



C11H11BrErO2 | ωB97M-V with the def2-TZVPD basis set

The largest force on an atom comes out at 0.079 Eh/bohr. The total energy comes out at -4165.4155 Eh. As for the gap between HOMO and LUMO (spin up / spin down): 4.3 / 4.3 eV. Its expectation value of S² is 3.753. As for the highest occupied orbital energy (spin up / spin down): -2.28 / -2.28 eV. The relative energy (zero: lowest compared OMol25 entry of this formula, charge and spin) is 0.0 kcal per mole.

```
! RIJCOSX wB97M-V def2-TZVPD def2/J DEFGRID3
* xyz -1 4
C 0.00 -1.04 -1.91
C 1.30 -1.56 -2.15
C 1.54 -2.61 -1.21
H 1.95 -1.25 -2.96
C 0.42 -2.64 -0.32
C -0.54 -1.70 -0.80
H -1.55 -1.60 -0.46
H -0.54 -0.35 -2.52
H 2.50 -3.14 -1.04
H 0.24 -3.35 0.49
Er 2.03 -0.67 0.20
Br 2.64 1.64 -0.98
C -1.37 2.59 1.42
C -2.34 1.60 1.07
C -2.33 1.47 -0.38
H -2.90 0.96 1.76
C -1.36 2.36 -0.88
C -0.76 3.05 0.22
H 0.09 3.71 0.15
H -1.06 2.82 2.42
H -2.89 0.73 -0.95
H -1.04 2.44 -1.92
O 2.65 -1.21 2.30
C 1.47 -0.87 2.76
O 0.64 -0.44 1.88
H 1.21 -0.94 3.81
*
```



C17H20BClN6Pt | ωB97M-V with the def2-TZVPD basis set

The largest force on an atom comes out at 0.045 Eh/bohr. The total energy comes out at -1591.9667 Eh. As for the gap between HOMO and LUMO (spin up / spin down): 6.4 / 5.0 eV. Its expectation value of S² is 2.089. As for the highest occupied orbital energy (spin up / spin down): -15.37 / -15.33 eV. The relative energy (zero: lowest compared OMol25 entry of this formula, charge and spin) is 15.8 kcal per mole.

```
! RIJCOSX wB97M-V def2-TZVPD def2/J DEFGRID3
* xyz 2 3
C 2.95 0.11 -0.58
N 1.69 0.06 -1.07
N 1.76 -0.07 -2.44
C 3.06 -0.21 -2.79
C 3.83 -0.10 -1.66
B 0.47 0.00 -3.32
N -0.56 -1.12 -2.97
N -1.12 -1.21 -1.72
C -2.07 -2.18 -1.76
C -2.03 -2.77 -3.05
C -1.07 -2.08 -3.76
Pt -0.25 0.12 -0.29
N -0.24 1.33 -2.91
N -0.65 1.52 -1.63
C -1.22 2.73 -1.47
C -1.18 3.32 -2.73
C -0.56 2.42 -3.59
H -1.61 3.13 -0.54
H -0.33 2.46 -4.64
H -1.55 4.28 -3.01
H 0.77 -0.03 -4.48
H -0.64 -2.18 -4.75
H 3.25 -0.42 -3.84
H -2.56 -3.61 -3.46
H 4.91 -0.21 -1.66
H -2.79 -2.49 -1.01
H 3.30 0.28 0.44
H -1.99 -0.84 1.41
C -2.15 -1.62 2.17
H -3.00 -2.23 1.84
H -1.26 -2.25 2.28
H -2.37 -1.13 3.13
Cl -0.45 2.98 2.99
C 0.01 1.53 3.81
C -0.21 1.32 5.15
C 0.15 0.08 5.70
C 0.67 -0.95 4.91
C 0.87 -0.76 3.56
C 0.63 0.51 3.02
C 0.59 0.67 1.58
H -0.63 2.13 5.73
H 0.01 -0.06 6.75
H 0.95 -1.90 5.36
H 1.26 -1.55 2.91
H 0.00 -0.40 1.24
H 1.32 1.38 1.15
*
```



C11H10BrFeN | ωB97M-V with the def2-TZVPD basis set

The largest force on an atom comes out at 0.101 Eh/bohr. The total energy comes out at -4317.5782 Eh. As for the gap between HOMO and LUMO (spin up / spin down): 5.7 / 5.6 eV. Its expectation value of S² is 6.025. As for the highest occupied orbital energy (spin up / spin down): 0.08 / 0.05 eV. The relative energy (zero: lowest compared OMol25 entry of this formula, charge and spin) is 0.0 kcal per mole.

```
! RIJCOSX wB97M-V def2-TZVPD def2/J DEFGRID3
* xyz -2 5
C -0.19 2.25 -0.39
C -1.38 3.03 -0.63
C -2.02 3.26 0.64
H -1.72 3.42 -1.59
C -1.20 2.67 1.67
C -0.07 2.03 1.02
H 0.75 1.56 1.53
H 0.51 1.96 -1.15
H -2.90 3.88 0.79
H -1.35 2.77 2.74
Fe -1.79 1.23 0.30
Br -1.17 -0.81 -0.45
C 1.26 -3.66 -0.25
C 2.25 -3.05 0.58
C 3.06 -2.21 -0.25
H 2.39 -3.23 1.64
C 2.57 -2.30 -1.59
C 1.45 -3.19 -1.59
H 0.86 -3.48 -2.46
H 0.50 -4.36 0.07
H 3.92 -1.63 0.08
H 2.99 -1.80 -2.46
N -4.92 0.70 0.99
C -3.79 0.96 0.77
*
```



C32H28F3N7O4PW | ωB97M-V with the def2-TZVPD basis set

The largest force on an atom comes out at 0.006 Eh/bohr. The total energy comes out at -2628.4457 Eh. As for the gap between HOMO and LUMO (spin up / spin down): 6.7 / 7.0 eV. Its expectation value of S² is 2.025. As for the highest occupied orbital energy (spin up / spin down): -10.08 / -10.61 eV. The relative energy (zero: lowest compared OMol25 entry of this formula, charge and spin) is 4.7 kcal per mole.

```
! RIJCOSX wB97M-V def2-TZVPD def2/J DEFGRID3
* xyz 1 3
W 0.19 -0.61 1.17
O -2.13 4.06 -0.67
C -0.95 3.95 -1.31
C -0.75 4.80 -2.40
C 0.43 4.74 -3.12
C 1.44 3.84 -2.77
C 1.24 3.00 -1.70
C 0.06 3.04 -0.95
C -0.11 2.06 0.14
O 0.86 1.22 0.39
N -1.23 2.03 0.81
N -1.21 0.92 1.66
C -2.13 0.88 2.56
C -2.32 -0.21 3.50
C -3.52 -0.23 4.24
C -3.78 -1.25 5.13
C -2.82 -2.25 5.31
C -1.62 -2.23 4.62
C -1.35 -1.21 3.70
O -0.17 -1.20 3.08
H -2.16 3.40 0.05
H -1.54 5.49 -2.66
H 0.57 5.41 -3.96
H 2.35 3.79 -3.35
H 1.99 2.26 -1.44
H -2.84 1.70 2.60
H -4.24 0.56 4.09
H -4.70 -1.27 5.69
H -3.01 -3.04 6.02
H -0.87 -2.99 4.78
N -3.32 -3.16 0.84
C -2.86 -1.91 0.85
N -1.55 -1.95 0.90
C -1.26 -3.29 0.93
N -2.32 -4.05 0.88
C 0.14 -3.71 0.93
C 0.56 -5.03 0.87
N 1.84 -5.35 0.81
C 2.71 -4.35 0.80
C 2.32 -3.02 0.87
N 1.03 -2.70 0.94
H -4.28 -3.47 0.79
H -3.48 -1.03 0.79
H -0.17 -5.84 0.87
H 3.77 -4.60 0.74
H 3.03 -2.20 0.88
F -0.83 1.42 -8.13
C -0.67 0.14 -7.77
F 0.42 -0.32 -8.42
F -1.72 -0.54 -8.27
C -0.55 -0.04 -6.29
C -0.32 -1.31 -5.79
C -0.20 -1.51 -4.43
C -0.31 -0.43 -3.55
C -0.55 0.85 -4.06
C -0.67 1.04 -5.43
C -0.18 -0.61 -2.13
C -0.08 -0.75 -0.93
H -0.23 -2.15 -6.47
H -0.02 -2.50 -4.03
H -0.62 1.69 -3.38
H -0.85 2.03 -5.82
C 1.97 2.29 2.99
P 2.94 0.90 2.41
C 4.03 0.43 3.75
C 3.96 1.43 1.04
O 2.09 -0.33 2.06
H 2.55 2.87 3.71
H 1.07 1.92 3.48
H 1.67 2.94 2.16
H 4.67 1.26 4.02
H 4.64 -0.42 3.46
H 3.43 0.14 4.62
H 4.35 2.43 1.22
H 3.35 1.43 0.14
H 4.80 0.74 0.92
*
```



C2H2N6 | ωB97M-V with the def2-TZVPD basis set

The structure (SMILES) is [H]/N=c1/ncnnnn1. The largest force on an atom comes out at 0.122 Eh/bohr. The total energy comes out at -405.7463 Eh. As for the gap between HOMO and LUMO: 8.3 eV. As for the highest occupied orbital energy: -10.51 eV. The relative energy (zero: lowest compared OMol25 entry of this formula, charge and spin) is 68.9 kcal per mole.

```
! RIJCOSX wB97M-V def2-TZVPD def2/J DEFGRID3
* xyz 0 1
H 2.65 0.60 0.59
N 2.08 -0.33 0.66
C 1.00 -0.14 -0.05
N 0.01 -1.24 -0.38
C -1.21 -1.02 -0.19
N -1.87 -0.03 0.52
N -1.21 1.14 0.52
N -0.31 1.60 -0.34
N 0.76 1.06 -0.61
H -1.90 -1.64 -0.71
*
```



C6H16O4 | ωB97M-V with the def2-TZVPD basis set

The structure (SMILES) is CC[C@@H](C)CC(=O)O.O.O. The largest force on an atom comes out at 0.045 Eh/bohr. The total energy comes out at -539.1870 Eh. As for the gap between HOMO and LUMO: 11.0 eV. As for the highest occupied orbital energy: -10.48 eV. The relative energy (zero: lowest compared OMol25 entry of this formula, charge and spin) is 0.0 kcal per mole.

```
! RIJCOSX wB97M-V def2-TZVPD def2/J DEFGRID3
* xyz 0 1
C 1.97 -0.80 2.43
C 1.64 -1.70 1.19
C 0.87 -1.06 0.06
C 0.50 -2.21 -0.91
C -0.45 -0.42 0.54
C -0.99 0.55 -0.46
O -0.39 1.54 -0.85
O -2.18 0.21 -0.96
H 3.01 -0.99 2.71
H 2.01 0.20 2.04
H 1.30 -1.00 3.25
H 1.16 -2.61 1.56
H 2.60 -2.05 0.81
H 1.38 -0.32 -0.54
H -0.22 -2.82 -0.37
H 0.00 -1.84 -1.80
H 1.40 -2.67 -1.29
H -1.22 -1.15 0.71
H -0.22 0.08 1.49
H -2.48 0.91 -1.57
O -2.45 2.03 -2.98
H -2.24 2.84 -2.50
H -2.08 2.15 -3.86
O -0.85 4.04 0.55
H -1.76 3.73 0.60
H -0.30 3.37 0.14
*
```



C5H11BClO5S | ωB97M-V with the def2-TZVPD basis set

The largest force on an atom comes out at 0.133 Eh/bohr. The total energy comes out at -1456.2617 Eh. As for the gap between HOMO and LUMO: 5.8 eV. As for the highest occupied orbital energy: -12.81 eV. The relative energy (zero: lowest compared OMol25 entry of this formula, charge and spin) is 33.5 kcal per mole.

```
! RIJCOSX wB97M-V def2-TZVPD def2/J DEFGRID3
* xyz 1 1
C 5.22 -1.10 2.08
O 4.39 -0.18 2.87
B 3.08 0.06 2.17
O 3.00 1.22 1.25
S 1.70 -1.15 2.57
Cl 0.15 -1.10 1.17
H 5.54 -2.05 2.73
H 4.63 -1.45 1.11
H 6.23 -0.58 1.74
H 3.49 2.01 1.68
H 2.29 -2.44 2.46
C -2.00 1.83 -1.56
C -3.21 0.94 -1.45
C -2.90 -0.49 -1.13
O -4.05 -1.16 -1.61
C -4.51 -0.41 -2.66
O -5.36 -0.77 -3.45
O -3.89 0.81 -2.69
H -2.28 2.80 -1.99
H -1.55 2.00 -0.58
H -1.24 1.40 -2.22
H -3.92 1.36 -0.73
H -2.76 -0.66 -0.06
H -2.03 -0.88 -1.67
*
```



C22H46N5O13 | ωB97M-V with the def2-TZVPD basis set

The largest force on an atom comes out at 0.158 Eh/bohr. The total energy comes out at -2117.4002 Eh. As for the gap between HOMO and LUMO: 8.9 eV. As for the highest occupied orbital energy: -12.24 eV.

```
! RIJCOSX wB97M-V def2-TZVPD def2/J DEFGRID3
* xyz 1 1
C -1.47 -3.86 3.91
N -0.87 -4.32 2.60
C 0.10 -3.64 1.87
N 0.63 -4.16 0.52
C 1.58 -3.03 0.18
C 2.50 -2.85 -1.16
C 2.17 -1.42 -1.96
O 2.37 -0.22 -1.11
C 0.73 -1.43 -2.74
N -0.47 -1.06 -1.88
N 1.60 -2.00 1.29
N 0.73 -2.34 2.31
H -0.91 -2.91 4.36
H -2.60 -3.55 3.68
H -1.45 -4.75 4.70
H -1.23 -5.21 2.15
H 3.67 -2.98 -0.95
H 2.24 -3.74 -1.90
H 3.01 -1.35 -2.81
H 1.67 0.44 -1.38
H 0.80 -0.58 -3.58
H 0.50 -2.43 -3.34
H -0.51 -1.60 -0.99
H -0.58 -0.04 -1.75
H 2.18 -1.13 1.33
H 0.59 -1.77 3.18
C -3.82 -6.20 9.44
C -3.22 -4.81 9.52
O -1.84 -4.86 9.90
C -0.97 -5.24 8.92
O -1.27 -5.52 7.77
O 0.27 -5.28 9.46
C 1.26 -5.76 8.56
H -3.66 -6.75 10.37
H -4.89 -6.15 9.23
H -3.35 -6.79 8.64
H -3.74 -4.24 10.29
H -3.34 -4.26 8.58
H 1.26 -5.21 7.61
H 1.11 -6.83 8.37
H 2.24 -5.63 9.03
C -2.95 6.31 -1.74
C -1.86 5.76 -0.83
O -1.57 4.39 -1.14
C -0.82 4.19 -2.25
O -0.37 5.06 -2.99
O -0.67 2.85 -2.42
C 0.02 2.50 -3.62
H -3.84 5.67 -1.71
H -3.23 7.32 -1.45
H -2.62 6.34 -2.79
H -2.22 5.78 0.20
H -0.95 6.37 -0.87
H 0.98 3.02 -3.70
H -0.61 2.73 -4.49
H 0.20 1.43 -3.61
C 5.03 6.94 0.29
C 5.31 5.78 1.24
O 4.10 5.31 1.84
C 3.31 4.54 1.05
O 3.54 4.22 -0.10
O 2.21 4.20 1.76
C 1.24 3.48 1.00
H 4.47 7.73 0.80
H 5.96 7.35 -0.10
H 4.41 6.62 -0.56
H 5.96 6.13 2.05
H 5.84 4.97 0.73
H 1.68 2.60 0.53
H 0.79 4.14 0.25
H 0.45 3.15 1.69
C -3.08 -0.57 -6.19
C -2.16 -1.51 -6.95
O -2.09 -1.15 -8.34
C -1.33 -0.07 -8.63
O -0.70 0.60 -7.83
O -1.40 0.15 -9.97
C -0.72 1.32 -10.39
H -4.07 -0.53 -6.67
H -3.20 -0.90 -5.15
H -2.69 0.45 -6.18
H -2.57 -2.53 -6.90
H -1.16 -1.54 -6.51
H 0.32 1.33 -10.05
H -1.24 2.21 -10.02
H -0.72 1.34 -11.48
*
```